Molecular formula: C3H10S2
Method: DFT, ωB97M-V/def2-TZVPD

Each line ends with the Mulliken charge.
Geometry (Å):
C (-2.276, 1.067, 1.814)  -0.72
S (-1.945, -0.531, 0.745)  -0.05
S (-2.328, 0.277, -1.121)  -0.18
H (-1.356, 1.549, 2.116)  0.24
H (-2.972, 1.600, 1.196)  0.32
H (-2.816, 0.533, 2.613)  0.26
H (-1.197, 0.075, -1.839)  0.11
C (1.993, -0.396, 0.029)  -0.87
C (1.701, -0.778, -1.475)  -0.18
H (1.920, 0.683, 0.156)  0.27
H (1.416, -1.019, 0.704)  0.27
H (3.070, -0.594, 0.232)  0.31
H (0.643, -0.553, -1.442)  -0.36
H (1.942, -1.822, -1.580)  0.28
H (2.207, -0.093, -2.149)  0.30

Results
SMILES = CSS.CC
energy relative to the best compared isomer or geometry (same formula, charge and spin) = 82.4 kJ/mol

Molecular formula: C52H96F12N4O12
Method: DFT, ωB97M-V/def2-TZVPD

Each line ends with the Mulliken charge.
Geometry (Å):
C (2.976, -4.424, 2.989)  -1.52
C (1.910, -4.947, 2.001)  1.46
C (1.420, -6.456, 2.364)  -1.35
C (0.017, -6.770, 1.739)  -0.83
C (-0.956, -5.634, 2.073)  -0.85
C (-0.573, -4.299, 1.532)  1.65
N (0.789, -3.929, 1.928)  1.39
O (1.023, -2.723, 1.963)  0.09
C (-1.555, -3.213, 1.916)  -1.26
C (-0.487, -4.341, 0.029)  -1.93
C (2.599, -4.980, 0.539)  -1.38
H (4.020, -4.872, 2.650)  0.37
H (2.900, -4.854, 4.012)  0.31
H (3.138, -3.360, 3.084)  0.30
H (1.254, -6.480, 3.399)  0.38
H (2.214, -7.136, 2.121)  0.51
H (-0.366, -7.612, 2.377)  0.52
H (0.108, -7.185, 0.751)  0.41
H (-0.972, -5.528, 3.168)  -0.05
H (-1.999, -5.898, 1.789)  0.56
H (-1.311, -2.912, 3.011)  0.14
H (-2.554, -3.652, 1.784)  0.50
H (-1.499, -2.379, 1.223)  -0.01
H (-0.259, -3.339, -0.441)  0.00
H (-1.481, -4.649, -0.245)  0.57
H (0.168, -5.117, -0.346)  0.42
H (2.082, -5.690, -0.031)  0.60
H (3.568, -5.427, 0.723)  0.64
H (2.735, -3.982, 0.019)  -0.30
C (-4.153, 1.329, -2.372)  -1.76
C (-2.879, 0.659, -2.062)  1.19
C (-2.253, -0.276, -3.102)  -0.62
C (-2.205, 0.443, -4.424)  -1.02
C (-1.397, 1.792, -4.399)  -0.81
C (-1.275, 2.543, -3.104)  1.98
N (-1.939, 1.811, -1.909)  0.52
O (-1.716, 2.299, -0.788)  0.72
C (-2.060, 3.833, -3.268)  -1.85
C (0.130, 2.878, -2.730)  -0.48
C (-2.892, -0.041, -0.635)  -1.24
H (-4.455, 1.682, -1.458)  0.59
H (-4.892, 0.529, -2.724)  0.33
H (-4.188, 2.116, -3.120)  0.36
H (-2.885, -1.171, -3.205)  0.59
H (-1.273, -0.513, -2.738)  -0.29
H (-3.254, 0.525, -4.815)  0.44
H (-1.690, -0.031, -5.269)  0.64
H (-1.915, 2.459, -5.126)  0.36
H (-0.333, 1.570, -4.661)  0.23
H (-3.038, 3.763, -3.779)  0.45
H (-1.479, 4.438, -3.901)  0.68
H (-2.214, 4.326, -2.335)  0.07
H (0.767, 2.940, -3.647)  0.15
H (0.554, 2.141, -2.074)  -0.47
H (0.258, 3.863, -2.233)  0.02
H (-2.995, 0.690, 0.141)  -0.14
H (-1.956, -0.625, -0.500)  0.03
H (-3.755, -0.710, -0.604)  0.60
C (5.154, -2.370, -6.283)  -1.37
C (3.668, -2.663, -6.555)  1.31
C (3.098, -3.960, -5.936)  -1.15
C (2.972, -3.938, -4.357)  -0.76
C (2.102, -2.739, -3.888)  -1.69
C (2.614, -1.326, -4.303)  2.42
N (2.736, -1.499, -5.826)  1.18
O (1.787, -1.289, -6.470)  -0.66
C (3.906, -0.959, -3.537)  -0.85
C (1.537, -0.352, -4.081)  -1.26
C (3.514, -2.462, -8.062)  -1.51
H (5.715, -2.988, -6.948)  0.57
H (5.438, -2.471, -5.275)  0.35
H (5.362, -1.299, -6.456)  0.13
H (3.790, -4.775, -6.188)  0.42
H (2.123, -4.200, -6.408)  0.34
H (3.967, -3.835, -3.892)  0.31
H (2.617, -4.925, -4.068)  0.44
H (1.855, -2.605, -2.842)  0.41
H (1.082, -2.872, -4.213)  0.50
H (4.608, -1.746, -3.572)  0.53
H (3.594, -0.779, -2.440)  -0.45
H (4.267, -0.063, -3.973)  -0.04
H (1.275, -0.505, -2.984)  -0.43
H (0.594, -0.515, -4.570)  0.80
H (1.821, 0.705, -4.193)  0.00
H (4.331, -3.058, -8.449)  0.49
H (3.729, -1.363, -8.272)  0.27
H (2.579, -2.780, -8.493)  0.31
C (-4.812, 1.881, 6.020)  -1.94
C (-4.639, 3.069, 5.012)  1.56
C (-4.825, 4.493, 5.600)  -0.75
C (-3.707, 4.935, 6.508)  -0.91
C (-2.322, 4.876, 5.795)  -0.95
C (-1.973, 3.491, 5.184)  2.00
N (-3.243, 2.998, 4.393)  1.42
O (-3.020, 1.871, 3.750)  -0.94
C (-1.615, 2.324, 6.176)  -1.62
C (-0.827, 3.695, 4.278)  -2.06
C (-5.667, 2.825, 3.959)  -1.98
H (-4.216, 1.942, 6.934)  0.38
H (-4.714, 0.934, 5.518)  0.39
H (-5.867, 1.910, 6.304)  0.53
H (-5.807, 4.613, 6.118)  0.46
H (-4.832, 5.161, 4.680)  0.17
H (-3.641, 4.277, 7.372)  0.34
H (-3.928, 5.927, 6.921)  0.48
H (-1.618, 4.988, 6.583)  0.57
H (-2.192, 5.706, 5.048)  0.18
H (-1.115, 2.719, 7.064)  0.29
H (-0.841, 1.678, 5.759)  0.40
H (-2.309, 1.556, 6.434)  0.40
H (-0.940, 4.492, 3.501)  0.14
H (-0.563, 2.719, 3.828)  0.30
H (0.015, 3.819, 5.000)  0.54
H (-5.299, 2.040, 3.327)  0.45
H (-5.716, 3.686, 3.290)  0.26
H (-6.679, 2.494, 4.279)  0.41
C (-3.126, 3.743, 2.000)  -0.88
O (-2.128, 4.377, 1.255)  0.87
O (-3.386, 4.188, 3.282)  -0.60
C (-4.414, 3.762, 1.075)  0.56
F (-5.128, 2.611, 1.193)  -0.30
F (-5.141, 4.822, 1.310)  -0.29
F (-4.163, 3.863, -0.206)  -0.20
C (-2.158, 5.811, 1.197)  -0.24
C (-0.818, 6.241, 0.575)  -1.23
H (-0.872, 7.269, 0.331)  0.57
H (-0.028, 6.043, 1.315)  0.27
H (-0.666, 5.777, -0.358)  0.06
H (-2.242, 6.259, 2.249)  0.04
H (-3.005, 6.191, 0.545)  0.41
H (-2.857, 2.695, 2.109)  0.63
C (0.487, -3.898, 5.331)  -1.18
O (-0.715, -4.243, 6.040)  -0.40
O (0.583, -4.369, 4.136)  -0.01
C (0.622, -2.419, 5.545)  0.99
F (1.882, -1.984, 5.449)  -0.29
F (-0.143, -1.621, 4.851)  -0.14
F (0.303, -2.106, 6.857)  -0.34
C (-0.633, -5.546, 6.679)  -0.43
C (-2.064, -6.170, 7.002)  -1.33
H (-2.482, -6.429, 6.045)  0.32
H (-1.864, -7.087, 7.545)  0.41
H (-2.575, -5.450, 7.563)  0.33
H (-0.229, -5.457, 7.651)  0.55
H (-0.015, -6.348, 6.258)  0.29
H (1.338, -4.289, 6.055)  0.05
C (1.044, -0.041, -0.067)  0.39
O (1.131, 1.447, -0.072)  0.36
O (0.422, -0.467, -1.093)  -0.38
C (2.501, -0.562, 0.131)  -0.02
F (3.542, 0.095, -0.547)  -0.35
F (2.884, -0.546, 1.393)  -0.25
F (2.586, -1.840, -0.315)  -0.11
C (1.397, 2.074, 1.178)  -0.81
C (1.710, 3.523, 0.868)  -1.10
H (2.531, 3.625, 0.160)  0.37
H (0.854, 4.070, 0.467)  -0.23
H (1.987, 4.094, 1.766)  0.48
H (2.283, 1.620, 1.703)  0.30
H (0.544, 2.013, 1.846)  0.57
H (0.510, -0.303, 0.942)  -0.46
C (4.599, 1.114, -6.326)  -0.53
O (3.874, 2.172, -5.658)  -0.24
O (3.711, 0.170, -6.571)  -0.50
C (5.098, 1.591, -7.772)  0.87
F (4.111, 1.559, -8.706)  -0.26
F (5.681, 2.837, -7.620)  -0.28
F (6.070, 0.734, -8.163)  -0.30
C (4.485, 3.037, -4.710)  -0.08
C (3.617, 4.286, -4.645)  -1.24
H (2.547, 4.062, -4.746)  0.22
H (3.795, 4.805, -3.687)  0.35
H (3.902, 4.848, -5.516)  0.35
H (5.525, 3.270, -5.059)  0.40
H (4.635, 2.689, -3.694)  0.20
H (5.604, 0.827, -5.743)  0.15

Molecular formula: C41H91N5O2
Method: DFT, ωB97M-V/def2-TZVPD

Each line ends with the Mulliken charge.
Geometry (Å):
O (-5.094, -13.371, -10.415)  0.73
H (-5.175, -13.581, -9.472)  -1.52
C (-3.988, -13.010, -15.062)  -0.85
C (-5.275, -13.872, -15.038)  1.41
C (-5.940, -13.794, -13.664)  0.94
C (-6.607, -12.483, -13.361)  1.19
C (-7.735, -12.410, -14.365)  -1.55
C (-7.280, -12.254, -15.853)  1.01
N (-6.349, -13.405, -16.094)  0.78
O (-6.015, -13.605, -17.228)  -0.32
C (-6.547, -10.911, -16.134)  -1.15
C (-8.484, -12.443, -16.801)  -1.60
C (-4.967, -15.340, -15.332)  -1.63
H (-4.261, -12.009, -14.735)  -0.08
H (-3.472, -12.906, -16.016)  0.37
H (-3.298, -13.533, -14.402)  0.34
H (-5.188, -14.107, -12.934)  -1.01
H (-6.683, -14.597, -13.627)  -0.29
H (-5.937, -11.624, -13.469)  -0.81
H (-6.799, -12.358, -12.294)  -0.25
H (-8.260, -11.524, -13.995)  0.53
H (-8.462, -13.220, -14.292)  0.49
H (-6.122, -10.837, -17.136)  0.42
H (-5.656, -10.764, -15.525)  0.05
H (-7.292, -10.131, -15.993)  0.44
H (-8.168, -12.744, -17.797)  0.46
H (-9.145, -11.581, -16.858)  0.39
H (-9.062, -13.251, -16.350)  0.38
H (-5.875, -15.899, -15.557)  0.44
H (-4.462, -15.752, -14.455)  0.25
H (-4.219, -15.609, -16.080)  0.39
C (-9.838, -15.136, -5.690)  -1.58
C (-8.835, -14.063, -6.113)  0.14
C (-7.515, -14.248, -5.360)  -0.73
N (-6.429, -13.240, -5.757)  0.45
C (-6.159, -13.298, -7.240)  -1.40
C (-6.716, -11.778, -5.264)  -0.31
C (-6.110, -11.678, -3.837)  -0.72
C (-5.258, -12.908, -3.609)  -0.64
C (-5.098, -13.484, -4.978)  -0.70
H (-10.790, -14.971, -6.187)  0.41
H (-9.973, -15.080, -4.609)  0.41
H (-9.412, -16.131, -5.838)  0.37
H (-9.280, -13.108, -5.822)  0.24
H (-8.790, -13.977, -7.200)  0.11
H (-7.159, -15.273, -5.471)  0.38
H (-7.709, -14.089, -4.300)  0.45
H (-6.963, -12.681, -7.636)  0.62
H (-6.103, -14.327, -7.587)  0.41
H (-5.221, -12.793, -7.463)  0.21
H (-6.174, -11.169, -5.982)  0.34
H (-7.800, -11.716, -5.283)  0.31
H (-5.458, -10.818, -3.675)  0.36
H (-6.836, -11.544, -3.036)  0.34
H (-4.391, -12.746, -2.973)  0.43
H (-5.854, -13.625, -3.037)  0.33
H (-4.351, -13.005, -5.613)  0.34
H (-4.774, -14.526, -4.991)  0.44
C (-5.854, -8.801, -12.859)  -1.27
C (-4.429, -9.059, -12.380)  -0.38
C (-4.413, -9.834, -11.074)  -0.39
N (-3.068, -10.459, -10.721)  0.97
C (-2.567, -11.438, -11.736)  -1.18
C (-3.171, -11.032, -9.266)  0.58
C (-1.806, -10.864, -8.652)  -0.46
C (-1.011, -9.806, -9.389)  -0.98
C (-2.034, -9.361, -10.478)  -0.81
H (-5.833, -8.275, -13.812)  0.40
H (-6.286, -8.129, -12.116)  0.47
H (-6.461, -9.699, -12.960)  0.13
H (-3.863, -8.137, -12.245)  0.56
H (-3.898, -9.628, -13.146)  0.21
H (-5.131, -10.655, -11.129)  -0.42
H (-4.637, -9.210, -10.210)  0.64
H (-2.490, -11.020, -12.735)  0.32
H (-3.345, -12.206, -11.681)  0.29
H (-1.613, -11.864, -11.431)  0.51
H (-3.589, -12.034, -9.401)  -0.84
H (-3.891, -10.472, -8.671)  0.50
H (-1.239, -11.796, -8.643)  0.11
H (-1.783, -10.451, -7.643)  0.53
H (-0.146, -10.247, -9.876)  0.35
H (-0.897, -8.851, -8.885)  0.33
H (-1.505, -9.113, -11.397)  0.46
H (-2.519, -8.468, -10.088)  0.56
C (1.144, -17.078, -6.705)  -1.47
C (-0.297, -16.908, -7.174)  -0.04
C (-0.351, -15.907, -8.323)  -0.90
N (-1.699, -15.700, -9.030)  0.59
C (-2.521, -14.828, -8.110)  -0.64
C (-2.415, -16.962, -9.506)  -1.21
C (-3.384, -16.483, -10.575)  0.06
C (-2.542, -15.442, -11.327)  1.31
C (-1.382, -15.042, -10.413)  -1.04
H (1.801, -17.731, -7.279)  0.37
H (1.137, -17.424, -5.672)  0.40
H (1.687, -16.130, -6.672)  0.38
H (-0.831, -16.507, -6.312)  0.28
H (-0.680, -17.897, -7.428)  0.26
H (0.444, -16.142, -9.031)  0.43
H (-0.108, -14.919, -7.931)  0.45
H (-2.069, -13.848, -7.993)  0.07
H (-2.544, -15.388, -7.177)  0.43
H (-3.499, -14.819, -8.589)  0.03
H (-2.772, -17.453, -8.600)  0.58
H (-1.787, -17.723, -9.974)  0.40
H (-4.166, -15.825, -10.178)  -0.60
H (-3.891, -17.194, -11.222)  0.79
H (-3.203, -14.642, -11.654)  -1.45
H (-2.088, -16.068, -12.098)  0.66
H (-1.278, -13.965, -10.308)  0.25
H (-0.476, -15.523, -10.771)  0.52
C (-8.878, -13.390, -10.834)  -1.59
C (-8.181, -14.726, -10.584)  2.21
C (-9.129, -15.908, -10.860)  -1.49
N (-8.414, -17.224, -11.008)  0.77
C (-7.592, -17.494, -9.755)  -0.97
C (-9.493, -18.334, -11.186)  -0.51
C (-9.080, -19.046, -12.476)  -0.66
C (-7.624, -18.762, -12.780)  -0.63
C (-7.519, -17.352, -12.234)  -0.29
H (-9.848, -13.461, -10.331)  0.61
H (-9.187, -13.290, -11.875)  0.26
H (-8.328, -12.546, -10.428)  0.23
H (-7.793, -14.790, -9.564)  -0.54
H (-7.241, -14.859, -11.127)  -0.67
H (-9.561, -15.823, -11.857)  0.43
H (-9.789, -16.016, -10.001)  0.54
H (-6.693, -16.877, -9.779)  0.06
H (-7.133, -18.480, -9.835)  0.49
H (-8.226, -17.358, -8.884)  0.40
H (-9.368, -19.072, -10.395)  0.34
H (-10.524, -18.005, -11.277)  0.34
H (-9.236, -20.122, -12.429)  0.43
H (-9.643, -18.623, -13.310)  0.31
H (-6.973, -19.400, -12.178)  0.34
H (-7.325, -18.875, -13.818)  0.42
H (-6.580, -16.863, -11.975)  -0.09
H (-7.973, -16.649, -12.939)  0.21

Results
net charge = +4
energy relative to the best compared isomer or geometry (same formula, charge and spin) = 0.0 kJ/mol

no.,HOMO (eV),Kohn-Sham gap (eV)
1,-8.753,9.29
2,-7.838,5.27
3,-16.814,5.64